(1)
ORCA calculation (wB97M-V/def2-TZVPD) on a cluster of 12 separate species, H24O12 in total in a non-equilibrium geometry.

```
36
Properties=species:S:1:pos:R:3:forces:R:3:nbo_charge:R:1
O 0.02535 0.22485 -0.53756 -0.92 4.18 1.01 -0.928
H 0.33135 -0.58870 -0.77549 1.84 -3.16 -0.91 0.462
H 0.67787 0.67020 0.04644 -0.73 -1.11 -1.09 0.460
O 0.36360 -3.04735 1.16030 -0.56 2.95 1.97 -0.960
H 0.48888 -3.79322 0.65104 -0.15 -2.62 -1.58 0.469
H -0.52139 -3.02224 1.56892 0.61 -0.37 -0.48 0.495
O -0.48256 -0.92003 -2.98584 -1.54 2.14 -4.13 -0.916
H -1.13326 -0.70187 -3.76239 2.00 -0.59 2.08 0.457
H -1.09654 -0.96666 -2.27585 -0.79 0.02 0.99 0.462
O 0.62822 3.62886 3.02082 -0.20 -1.69 0.78 -0.929
H -0.20338 3.41852 3.46716 0.26 -0.58 0.01 0.471
H 0.44235 4.49327 2.74908 -0.01 2.25 -0.88 0.458
O -1.98418 5.27186 -0.23607 -2.00 3.61 -1.17 -0.935
H -1.55447 4.54662 0.06920 1.97 -3.53 1.37 0.466
H -2.22611 5.09461 -1.14387 0.03 -0.14 -0.19 0.469
O -2.92210 1.94716 1.54154 -0.91 0.20 2.40 -0.967
H -3.24384 1.65103 0.69771 -0.63 -0.26 -0.31 0.482
H -3.64115 1.85738 2.26016 1.63 0.05 -2.18 0.488
O -0.24240 -2.98582 -2.08882 -0.12 -2.97 0.27 -0.947
H -0.21001 -3.99992 -2.09937 0.15 2.35 0.78 0.472
H -0.05723 -2.59755 -1.21508 0.08 -1.11 -0.24 0.471
O 3.29516 -3.07799 1.16384 1.91 0.84 -0.21 -0.939
H 2.59069 -3.61737 1.44927 -1.38 -0.81 0.66 0.470
H 4.02531 -3.25740 1.78132 -0.43 0.09 -0.39 0.468
O 0.52817 -0.65693 3.70402 2.91 -0.50 3.31 -0.922
H 0.76262 -1.10546 2.90654 0.02 -0.36 -1.04 0.471
H 1.42561 -0.63331 4.19285 -2.23 -0.15 -0.93 0.452
O -1.63236 2.20308 -3.39843 3.02 -1.13 1.92 -0.941
H -2.35543 2.46824 -3.87583 -2.51 0.89 -2.14 0.460
H -0.96291 1.80607 -3.98086 -0.56 0.28 0.28 0.481
O -0.21480 0.65010 2.01394 2.55 -1.29 1.84 -0.913
H -0.93857 1.00403 1.62621 -3.64 1.94 -2.16 0.475
H 0.55234 1.04827 1.62330 0.29 0.60 0.33 0.440
O 2.86296 -2.57369 -3.22068 -1.06 1.08 -1.69 -0.924
H 3.11981 -1.68423 -3.51834 -0.41 -0.42 0.00 0.465
H 3.50239 -2.75442 -2.57916 1.51 -0.69 1.73 0.460
```
Positions in Å, forces in eV/Å.

The calculation puts the frontier orbital gap at 10.0 eV. As for the spin multiplicity: 1. As for the structure (SMILES): O.O.O.O.O.O.O.O.O.O.O.O. The calculated total energy is -917.12249 a.u. The calculation puts the relative energy (zero: lowest compared OMol25 entry of this formula, charge and spin) at 532.63 kJ/mol.

=====

(2)
ORCA calculation (wB97M-V/def2-TZVPD) on a structure of composition C32H33As2N2O10Rb.

```
80
Properties=species:S:1:pos:R:3:forces:R:3:mulliken_charge:R:1
Rb -1.95061 -2.02111 -0.26457 -0.14 0.00 -0.18 0.561
C 1.51443 -1.45150 0.80245 -0.01 0.01 0.01 -0.711
O 0.98264 -1.39834 -0.51276 0.15 -0.09 0.17 -0.357
C 1.67106 -0.65276 -1.41977 -0.09 0.06 -0.05 0.920
C 2.73630 0.17076 -1.07304 -0.02 0.00 0.03 -0.670
C 3.35914 0.94906 -2.04157 0.01 0.00 -0.04 -0.563
C 2.92273 0.90633 -3.35540 0.01 -0.01 0.03 -0.944
C 1.87351 0.06617 -3.70295 -0.02 0.00 -0.01 -0.084
C 1.24160 -0.73414 -2.75837 0.03 0.00 0.04 0.215
N 0.15425 -1.60351 -3.05078 -0.01 0.02 0.08 -0.284
N 0.13866 -1.92939 -4.26823 0.01 -0.01 -0.04 0.023
C -0.84285 -2.74808 -4.76271 -0.03 -0.02 0.05 -0.035
C -1.87530 -3.37686 -3.97483 0.16 0.06 -0.01 0.218
O -1.99686 -3.27549 -2.74103 -0.11 0.00 0.02 -0.553
C -2.82483 -4.20846 -4.71820 -0.02 -0.03 -0.03 -0.647
C -2.74500 -4.40514 -6.04608 -0.03 -0.02 0.01 -0.883
C -1.70321 -3.81122 -6.83300 0.05 0.04 -0.01 0.955
C -1.61809 -4.03884 -8.21617 0.00 -0.01 0.02 -0.770
C -0.61583 -3.48202 -8.97297 0.01 0.01 -0.02 -0.457
C 0.33632 -2.67044 -8.33599 0.00 0.00 -0.01 -0.697
C 0.27155 -2.43007 -6.98582 -0.01 -0.01 0.01 -0.310
C -0.75184 -2.98968 -6.18171 -0.03 -0.01 -0.02 0.536
H 2.53080 -1.85608 0.79636 -0.01 0.00 0.00 0.499
H 0.86410 -2.10770 1.37697 -0.01 0.02 0.00 0.096
H 1.52501 -0.46416 1.27198 -0.01 -0.02 0.01 0.146
H 3.06221 0.24469 -0.04477 0.00 0.00 -0.02 0.295
H 4.17103 1.60415 -1.75061 0.00 0.00 0.00 0.395
H 3.39039 1.52880 -4.10854 0.00 0.00 0.00 0.325
H 1.51219 0.01607 -4.72087 0.00 0.00 -0.01 0.383
H -3.60549 -4.66467 -4.12066 0.00 0.01 0.00 0.418
H -3.47296 -5.03231 -6.55370 0.00 0.00 0.00 0.290
H -2.36719 -4.67282 -8.68083 0.00 0.00 0.01 0.323
H -0.55920 -3.66565 -10.03912 0.00 0.00 0.00 0.358
H 1.13714 -2.22616 -8.91691 0.00 0.00 0.00 0.369
H 1.01237 -1.80818 -6.50481 0.01 0.00 -0.01 0.364
C -0.71008 -3.12191 5.17215 0.00 -0.01 0.03 -0.823
O -0.05403 -2.00768 4.55711 0.07 0.04 -0.04 -0.251
C -0.56623 -0.80793 4.86488 -0.30 -0.11 -0.11 -0.676
O -1.44461 -0.66282 5.68319 0.12 0.07 0.09 -0.645
C -0.01808 0.25577 3.97185 0.26 -0.02 0.09 0.868
C 1.16656 0.82288 4.21399 -0.17 -0.02 -0.05 0.637
As 2.13500 2.03850 3.00726 -0.06 0.06 -0.06 0.185
C 2.62148 3.35027 4.39673 -0.01 -0.02 0.00 -1.355
C 0.58277 2.86579 2.17773 0.18 0.01 0.07 1.097
C -0.42486 2.07135 1.62089 -0.14 -0.21 0.08 0.318
As -1.15427 0.42794 2.37093 0.11 0.07 -0.14 0.609
C -2.72392 1.13414 3.31307 -0.04 0.02 0.00 -1.359
C -1.16735 2.30426 0.41694 -0.14 0.10 -0.04 -0.140
O -2.21578 1.70876 0.16887 0.08 0.00 0.01 -0.695
O -0.71755 3.21726 -0.51175 0.00 -0.02 -0.02 -0.378
C 0.56657 2.95249 -1.06535 0.05 0.06 0.05 -0.507
C 0.75638 4.26657 1.93632 0.00 0.01 -0.06 -0.023
O 1.82548 4.87665 1.96624 0.00 -0.01 0.02 -0.726
O -0.41258 4.93220 1.70173 0.00 0.01 0.01 -0.288
C -0.25820 6.27015 1.26858 0.00 0.01 0.00 -0.795
C 1.96535 0.43305 5.41302 0.01 -0.08 0.08 -0.030
O 3.01366 -0.15568 5.35403 -0.01 0.02 -0.02 -0.654
O 1.48751 0.77720 6.63413 0.00 0.09 -0.04 -0.360
C 0.41161 1.72375 6.74856 0.05 -0.04 0.01 -0.297
H -0.19238 -4.00170 4.80227 -0.01 -0.01 0.00 0.228
H -1.75774 -3.14564 4.87580 0.00 -0.02 -0.01 0.363
H -0.63327 -3.05505 6.25690 -0.01 -0.01 0.00 0.292
H 3.10826 2.83307 5.22541 -0.01 -0.01 0.00 0.472
H 1.74134 3.88768 4.74595 -0.01 0.01 0.01 0.280
H 3.31204 4.06500 3.95977 0.01 0.01 -0.03 0.406
H -2.44579 1.96512 3.95949 0.01 0.01 -0.01 0.383
H -3.18898 0.33934 3.89344 0.01 0.00 0.00 0.423
H -3.40704 1.46829 2.53510 0.00 0.01 0.00 0.431
H 0.73485 3.71916 -1.82050 0.02 0.00 0.00 0.274
H 0.59055 1.97275 -1.54497 -0.03 -0.04 -0.03 0.159
H 1.36062 3.00288 -0.31666 -0.01 0.00 0.00 0.226
H -1.26452 6.64343 1.08952 0.00 0.00 0.00 0.243
H 0.32521 6.31918 0.34726 0.00 -0.01 0.00 0.276
H 0.24246 6.87831 2.02425 0.00 0.00 0.00 0.279
H 0.50285 2.13520 7.75243 -0.02 -0.01 -0.01 0.298
H -0.55156 1.23412 6.62494 0.00 -0.02 0.00 0.170
H 0.51096 2.52196 6.01654 0.00 0.01 0.00 0.115
C -4.04444 -3.23161 1.59949 0.12 0.00 0.09 -0.994
H -4.44100 -4.27040 1.62104 -0.02 0.00 0.00 0.140
H -4.64541 -2.71535 2.38048 -0.01 -0.01 -0.01 0.102
```
Positions in Å, forces in eV/Å.

The calculation puts the frontier orbital gap (alpha / beta) at 4.7 / 5.3 eV. As for the spin multiplicity: 1. The calculated total energy is -6596.60924 a.u. As for the net charge: -2. The calculation puts the relative energy (zero: lowest compared OMol25 entry of this formula, charge and spin) at 107.76 kJ/mol.

=====

Which value of spin multiplicity does entry 1 give? 1